(1)
Below is the molecule C16H20N2O4S at a distorted geometry, with properties calculated with the ωB97M-V functional and the def2-TZVPD basis.

```
43
Properties=species:S:1:pos:R:3:forces:R:3:mulliken_charge:R:1
C -4.46702 -2.44717 0.83341 -0.0536 0.1275 -0.0605 -1.703
C -3.86698 -1.12943 0.49396 0.3130 -0.2497 0.1735 0.528
C -2.58478 -0.70438 0.65572 -0.2346 -0.1050 -0.0216 -0.944
C -2.50293 0.63722 0.17807 -0.8246 -0.3060 -0.1041 0.861
C -1.40155 1.52621 0.12608 0.8357 0.0725 0.2067 -1.119
C -0.10587 1.39914 0.51713 -0.5753 0.7700 -0.4661 0.569
S 0.97663 2.78709 0.28199 0.0834 0.1242 -0.0523 -0.315
C 2.35783 1.93439 0.98987 -0.6221 0.5009 -0.2411 0.660
O 3.46001 2.38893 1.11588 0.3639 -0.0331 0.0988 -0.573
N 1.94434 0.69010 1.37506 0.1418 -0.5152 0.3781 0.052
C 2.89887 -0.24922 1.90979 0.1998 -0.1213 0.0064 -0.909
C 3.99618 -0.60221 0.90419 -0.2707 0.0794 0.4408 0.718
O 5.02345 -1.13027 1.23134 0.0877 -0.0522 0.0328 -0.606
O 3.63081 -0.26236 -0.32232 -0.2145 -0.0150 -0.1586 -0.276
C 4.55527 -0.39385 -1.42242 0.4926 -0.1278 -0.3339 0.422
C 4.90460 -1.85357 -1.68561 -0.1874 0.2119 0.1526 -1.374
C 5.78931 0.47061 -1.19466 -0.2903 -0.0585 0.1003 -1.345
C 0.62773 0.30422 1.12862 0.1006 -0.3571 0.2172 0.618
O 0.23671 -0.80395 1.42780 -0.0559 -0.0281 -0.0465 -0.698
C -3.79089 0.96923 -0.26685 0.6126 0.2463 0.0632 0.675
C -4.32226 2.22153 -0.86200 -0.0485 -0.0929 0.0238 -1.527
N -4.59391 -0.10102 -0.06842 0.2327 0.0135 0.0526 0.101
C -5.98974 -0.13726 -0.40120 -0.3692 0.1128 -0.1388 -1.064
H -4.86965 -2.94137 -0.05156 -0.0517 -0.1059 0.0025 0.358
H -3.69510 -3.08190 1.25795 0.0130 -0.0563 0.0237 0.355
H -5.26741 -2.34315 1.56697 -0.0624 -0.0913 0.0423 0.359
H -1.77351 -1.26595 1.06560 0.0983 -0.1536 0.0798 0.751
H -1.63149 2.49600 -0.30113 -0.0193 0.0702 -0.0309 0.191
H 3.37877 0.15319 2.80620 -0.0359 -0.0915 -0.1603 0.318
H 2.34200 -1.15680 2.16767 0.1697 0.1611 -0.0312 0.382
H 3.97235 0.00559 -2.26128 0.1265 -0.0817 0.1734 0.298
H 5.48287 -2.25644 -0.85863 0.0402 -0.0339 -0.0177 0.311
H 5.49167 -1.92394 -2.59707 0.0416 -0.0112 -0.1264 0.450
H 3.99748 -2.44243 -1.80351 -0.0519 -0.0812 -0.0549 0.352
H 6.41007 0.04314 -0.41192 0.0644 0.0019 -0.0030 0.317
H 6.36584 0.53226 -2.11336 0.0496 0.0098 -0.1171 0.458
H 5.48831 1.47196 -0.89390 0.0203 0.1019 -0.0134 0.323
H -4.73621 2.03192 -1.85332 -0.0249 0.0813 -0.0724 0.326
H -3.54035 2.96786 -0.95590 -0.0033 0.0633 -0.0253 0.334
H -5.11828 2.63581 -0.24156 -0.0405 0.1033 -0.0129 0.324
H -6.53293 0.64203 0.13852 -0.0234 -0.0751 -0.0211 0.320
H -6.40670 -1.10393 -0.13263 0.0144 0.0382 -0.0105 0.403
H -6.13356 0.02214 -1.47258 -0.0416 -0.0465 0.0520 0.319
```
Forces are in eV/Å.

Values from the calculation:
- Total charge: 0
- Gap between HOMO and LUMO: 7.683 eV
- SMILES string: Cc1cc(/C=C2/SC(=O)N(CC(=O)OC(C)C)C2=O)c(C)n1C

(2)
Below is the molecule C5H14N2O at a distorted geometry, with properties calculated with the ωB97M-V functional and the def2-TZVPD basis.

```
22
Properties=species:S:1:pos:R:3:forces:R:3:mulliken_charge:R:1
C 0.41958 -3.21582 0.71903 1.0230 0.0375 0.5308 -0.887
N 0.90736 -1.99394 0.07492 -0.5038 0.2199 -0.6515 -0.371
C -0.17818 -1.00434 -0.18112 2.2090 -0.2261 -0.3617 -0.385
C 0.44629 0.32203 -0.64750 -0.1382 0.1036 -0.0300 -0.878
C -0.46609 1.56015 -0.47396 0.8062 -0.0391 0.0355 0.391
N -0.27846 2.55258 -1.52832 -0.5608 0.2297 0.0982 -0.727
C -0.28387 2.23361 0.87679 -1.2497 -0.3217 1.1889 -0.644
O -1.01329 1.53154 1.92711 0.2975 -0.2434 -0.4104 -0.535
H 0.89926 -3.30550 1.69949 -0.0487 -0.0859 -0.0008 0.274
H 0.67547 -4.12480 0.17535 -0.1279 0.0470 -0.1762 0.316
H -0.63471 -3.18630 0.90849 -0.7549 -0.0716 -0.1313 0.302
H 1.31214 -2.23082 -0.82260 0.1403 -0.0081 0.0742 0.236
H -0.65394 -0.95314 0.78535 -0.8255 0.3272 -0.0815 0.260
H -0.78757 -1.32515 -1.02388 -0.8740 -0.2477 0.4381 0.246
H 0.66593 0.26338 -1.71816 -0.1295 -0.2814 -0.0117 0.376
H 1.43661 0.45596 -0.19311 -0.2812 0.1193 0.3058 0.383
H -1.50924 1.24512 -0.48112 -0.1144 -0.0141 -0.1773 0.274
H 0.67303 2.64278 -1.84380 0.1279 -0.1255 -0.0844 0.230
H -0.89798 2.38042 -2.30826 0.2636 0.0115 -0.0668 0.242
H -0.76186 3.21729 0.85418 0.2518 -0.1346 -0.0927 0.329
H 0.73621 2.32397 1.22916 0.4941 0.1405 -0.3873 0.278
H -0.70669 0.61098 1.97197 -0.0049 0.5629 -0.0079 0.290
```
Forces are in eV/Å.

Values from the calculation:
- Total charge: 0
- Gap between HOMO and LUMO: 9.889 eV
- SMILES string: CNCC[C@H](N)CO

(3)
Below is a structure of composition C11H10Br2F6GaNO9S2 at a distorted geometry, with properties calculated with the ωB97M-V functional and the def2-TZVPD basis.

```
42
Properties=species:S:1:pos:R:3:forces:R:3:mulliken_charge:R:1
Ga -0.50866 0.76441 -0.41942 -1.0833 -0.4008 0.7654 1.197
O -3.25024 2.32601 1.66016 0.0117 -0.1392 -0.0263 -0.631
C -2.66861 1.40586 1.15444 0.0081 0.0784 -0.0125 -0.206
O -2.17814 1.44530 -0.08752 -0.1784 0.2728 -0.2732 -0.223
C -2.50504 0.05505 1.85912 0.0578 0.1361 -0.1876 0.043
C -2.55839 -1.08407 0.82992 -0.4159 -0.1079 0.3448 -0.103
C -2.73339 -2.43652 1.52023 0.0750 0.0883 -0.0727 -1.053
C -1.33195 -2.65779 2.14245 0.0029 0.0507 -0.1248 -0.980
C -0.59439 -1.39398 1.69884 -0.0187 -0.1520 0.5232 -0.087
O -1.17527 -1.14413 0.38765 0.3141 0.2424 -0.5645 -0.556
C -1.09441 -0.18054 2.50836 0.1301 0.1033 -0.1525 -0.121
C -0.09003 0.96950 2.38352 -0.0505 -0.0006 0.0053 0.216
O 0.35759 1.51879 3.35413 -0.0221 -0.0400 -0.0259 -0.679
O 0.29478 1.24934 1.14818 0.3519 0.1134 0.3029 -0.379
H -3.29733 -0.00832 2.60009 0.0212 -0.0501 0.0394 0.619
H -3.21729 -0.90224 -0.01375 0.1060 0.0221 -0.0647 0.692
H -2.97278 -3.20814 0.79080 0.0024 -0.0108 0.0124 0.349
H -3.53460 -2.39912 2.25574 0.0036 -0.0050 0.0113 0.382
H -0.85317 -3.54701 1.73697 0.0025 -0.0016 0.0142 0.350
H -1.35459 -2.73783 3.22706 0.0340 -0.0150 0.0048 0.385
H 0.48491 -1.47954 1.61686 0.0062 0.0288 -0.1077 0.589
H -1.17762 -0.40008 3.56850 -0.0353 -0.0619 0.0050 0.700
Br -2.55275 2.82148 -3.15771 -0.0086 -0.0338 0.1061 -0.062
C -1.85116 1.24999 -3.95013 0.0705 -0.2315 0.1437 -0.394
Br -1.55130 -0.26534 -2.68694 -0.2629 0.2275 -0.5799 0.025
H -0.88383 1.45999 -4.38256 -0.0340 -0.0505 0.0651 0.155
H -2.55323 0.86468 -4.67670 -0.0156 -0.0954 0.0440 0.459
F 1.26778 1.39875 -4.04693 0.2705 -0.1067 0.1265 -0.212
C 2.22697 0.77696 -3.33328 -0.1723 0.1556 -0.4657 0.628
F 2.23866 -0.48565 -3.70258 0.0801 0.0526 0.2223 -0.176
F 3.37509 1.36943 -3.59622 -0.0738 -0.1318 0.1327 -0.210
S 1.76041 0.99808 -1.51271 0.6762 0.4602 -0.7781 1.284
O 0.60903 1.92758 -1.63377 -0.0189 0.1852 0.6248 -0.650
O 1.17547 -0.27825 -1.07223 -0.0806 -0.1712 0.1423 -0.672
N 2.91215 1.63418 -0.71038 0.0317 -0.1258 -0.2885 -0.508
S 4.19773 0.63798 -0.64450 0.0663 -0.8973 0.0130 0.973
O 3.92907 -0.45396 -1.54757 0.2518 -0.0782 0.0459 -0.603
O 5.44686 1.30207 -0.67767 -0.0251 0.4974 0.0413 -0.597
C 4.07590 -0.12901 1.05302 -0.1527 0.1376 -0.0124 0.687
F 4.70596 0.61101 1.94907 -0.0472 0.0023 -0.0210 -0.209
F 2.79719 -0.25919 1.40429 0.0936 -0.0671 0.0280 -0.192
F 4.63260 -1.33574 1.00319 0.0278 0.1195 -0.0066 -0.233
```
Forces are in eV/Å.

Values from the calculation:
- Total charge: 0
- Gap between HOMO and LUMO: 9.425 eV

(4)
Below is a structure of composition C12H24N7SSm at a distorted geometry, with properties calculated with the ωB97M-V functional and the def2-TZVPD basis.

```
45
Properties=species:S:1:pos:R:3:forces:R:3:mulliken_charge:R:1
Sm 0.00000 0.00000 0.00000 3.6837 1.3011 1.0381 0.164
C -1.37450 0.49710 -2.55540 -0.7687 0.9277 -0.3621 -0.687
C -1.75470 1.66070 -1.62290 0.0668 0.9473 -0.9217 -1.013
N -1.86710 1.40550 -0.16360 -0.8043 3.0803 0.1337 -0.199
C -3.11190 0.74640 0.21480 -0.5353 0.2071 0.2009 -1.155
C -3.04000 -0.76550 0.10690 -0.1187 -0.2068 -0.0354 0.981
C -4.18270 -1.55190 0.17540 0.2152 -0.0974 -0.0370 -1.108
C -4.03830 -2.93840 0.19660 0.1986 0.1235 0.0699 -0.471
C -2.76270 -3.50100 0.18780 -0.0680 0.2358 -0.0390 -1.138
C -1.66330 -2.65510 0.11830 -0.2163 -0.0836 -0.0318 0.940
C -0.24640 -3.18950 0.23810 0.0882 -0.5618 0.2221 -1.103
N 0.76290 -2.22040 -0.16490 2.9559 -1.1006 0.2839 -0.211
C 1.02190 -2.20180 -1.62740 1.0743 -0.1431 -0.9043 -1.010
C 0.03580 -1.46500 -2.55290 0.6700 -1.1204 -0.3001 -0.734
N -0.05020 -0.03790 -2.25950 -4.4715 -3.1163 0.7148 -0.123
N -1.80600 -1.31240 0.03860 -2.1591 -1.8799 0.4141 0.678
H -2.16330 -0.26040 -2.49620 0.4776 -0.1990 0.0017 0.312
H -1.38090 0.85480 -3.59230 -0.3108 0.1873 0.2065 0.624
H -0.98300 2.43320 -1.74510 -0.2102 -0.1214 0.0387 0.368
H -2.68140 2.12430 -1.98470 0.0562 -0.2130 -0.0450 0.522
H -1.73030 2.43080 0.24120 -0.7878 -2.9956 -0.5675 0.426
H -3.30770 0.97750 1.26850 -0.0784 0.0117 -0.1112 0.406
H -3.96160 1.13220 -0.36060 -0.0298 -0.1001 0.0868 0.443
H -5.16680 -1.10040 0.23130 0.1070 0.0118 -0.0418 0.537
H -4.91520 -3.57680 0.25500 0.1218 0.0902 -0.0341 0.456
H -2.63520 -4.57560 0.25370 0.0435 0.0986 -0.0433 0.544
H -0.08690 -3.42270 1.29750 -0.0259 -0.0771 -0.1094 0.411
H -0.14300 -4.12970 -0.31600 -0.1247 -0.0052 0.0842 0.463
H 1.80090 -2.38160 0.23730 -3.4040 0.2681 -0.7090 0.356
H 2.00160 -1.72310 -1.76310 -0.2065 -0.0476 0.1797 0.434
H 1.15540 -3.22980 -1.98780 -0.2531 0.0932 -0.0450 0.500
H 0.36620 -1.58580 -3.59190 0.0824 -0.3349 0.2151 0.600
H -0.93360 -1.97060 -2.48810 -0.0603 0.5464 -0.0061 0.294
H 0.65340 0.47010 -2.59140 3.6172 2.5289 -2.2122 0.345
N 0.04260 0.13120 2.35570 -2.2224 12.8934 -7.4874 -0.494
N 1.34640 0.67740 2.16220 0.2774 1.1083 0.1197 -0.165
C 1.70370 1.70080 1.27450 2.7247 -0.3246 1.1505 0.501
N 3.03420 2.01570 1.42270 -1.3965 0.2595 0.3130 -0.402
S 0.83820 2.57970 0.13800 -0.1566 0.6353 0.6000 -0.436
H -0.63910 1.02780 2.58760 2.0819 -3.2535 0.0606 0.377
H 0.07320 -0.50030 2.92300 0.2143 -8.7553 8.9088 0.168
H 2.13030 0.13400 2.51920 -0.4408 0.0630 -0.1405 0.285
H 3.46840 1.89780 2.32790 0.0867 -0.1119 -0.0906 0.225
H 3.34480 2.82830 0.90030 -0.0207 -0.3057 0.0606 0.254
H 2.11750 0.00000 0.00000 0.0272 -0.4638 -0.8287 -0.166
```
Forces are in eV/Å.

Values from the calculation:
- Total charge: +2
- Gap between HOMO and LUMO (spin up / spin down): 7.321 / 7.345 eV
- 2S+1: 6
- Expectation value of S²: 8.76

(5)
Below is the molecule C5H3NO2 at a distorted geometry, with properties calculated with the ωB97M-V functional and the def2-TZVPD basis.

```
11
Properties=species:S:1:pos:R:3:forces:R:3:mulliken_charge:R:1
N 1.85537 0.71865 2.54958 -6.6227 0.0846 -6.5136 -0.433
C 0.98810 0.68326 1.64063 8.1271 0.5914 8.9858 0.022
C 0.37641 0.32497 0.47665 0.2998 0.0867 -1.5694 0.726
C 1.30747 0.37219 -0.79736 -0.9165 -2.0891 -1.3768 -0.013
O 2.50561 0.21445 -0.72070 -1.6665 0.8084 0.0504 -0.427
C -0.85610 -0.15819 0.47788 -4.0681 -0.8771 2.9610 -0.428
C -1.51802 -0.67237 -0.71010 0.7070 1.6519 -3.7381 0.093
O -0.93635 -0.43834 -1.79085 -2.1659 -1.5988 0.7268 -0.543
H 0.46298 0.14673 -1.68576 3.0312 1.3753 1.3459 0.404
H -1.61600 -0.15900 1.43906 2.5105 0.0377 -2.1658 0.218
H -2.56945 -1.03233 -0.87901 0.7640 -0.0711 1.2939 0.381
```
Forces are in eV/Å.

Values from the calculation:
- Total charge: 0
- Gap between HOMO and LUMO: 7.397 eV
- SMILES string: N#C/C(C=O)=C/C=O

Total energy, respectively: -38923.263, -10438.720, -261923.697, -51986.091, -10814.078 eV.